Record 1
C46H62F30O26 | ωB97M-V/def2-TZVPD

```
164
C46H62F30O26 ωB97M-V/def2-TZVPD
C -1.121 5.267 -0.523
C -0.667 6.381 0.401
O -1.808 7.097 0.847
C -2.631 6.648 1.918
O -2.449 5.506 2.381
C -3.526 7.717 2.525
F -3.325 8.895 1.934
F -4.882 7.346 2.358
F -3.285 7.802 3.848
H -1.794 4.544 -0.063
H -0.240 4.696 -0.816
H -1.659 5.580 -1.418
H 0.046 7.040 -0.094
H -0.238 6.020 1.336
C 1.401 -0.621 3.733
C 2.095 -1.993 3.765
O 0.997 -2.988 3.715
C 1.234 -4.347 3.559
O 2.348 -4.807 3.412
C -0.053 -5.264 3.479
F -1.193 -4.585 3.756
F -0.195 -5.691 2.248
F 0.006 -6.291 4.351
H 2.105 0.211 3.745
H 0.850 -0.665 4.673
H 0.739 -0.550 2.870
H 2.650 -2.124 4.694
H 2.744 -2.209 2.916
C -4.952 -3.440 -0.946
C -5.684 -2.239 -0.337
O -6.032 -2.546 0.999
C -5.208 -2.449 2.053
O -4.043 -2.025 1.929
C -5.809 -3.041 3.311
F -7.167 -3.168 3.268
F -5.133 -4.178 3.643
F -5.556 -2.206 4.324
H -3.978 -3.492 -0.457
H -4.946 -3.331 -2.030
H -5.542 -4.336 -0.755
H -6.675 -1.958 -0.695
H -5.060 -1.360 -0.499
C -1.870 -5.218 -2.870
C -1.141 -4.964 -1.577
O -1.959 -5.235 -0.443
C -2.204 -6.505 -0.099
O -1.829 -7.488 -0.734
C -3.066 -6.673 1.192
F -4.252 -7.233 0.898
F -2.357 -7.534 1.979
F -3.287 -5.531 1.801
H -1.477 -4.677 -3.732
H -2.900 -4.865 -2.833
H -1.943 -6.287 -3.066
H -0.832 -3.920 -1.518
H -0.252 -5.595 -1.558
C -0.833 2.008 2.337
C -1.749 2.421 3.475
O -2.936 2.924 2.817
C -4.140 2.980 3.466
O -4.333 2.524 4.581
C -5.245 3.728 2.729
F -4.789 4.301 1.608
F -6.203 2.877 2.491
F -5.675 4.642 3.526
H -0.715 2.897 1.716
H -1.209 1.200 1.710
H 0.083 1.595 2.759
H -1.427 3.346 3.954
H -2.004 1.649 4.201
C 4.439 -0.794 -2.110
C 3.918 -0.388 -0.719
O 4.477 0.833 -0.287
C 4.120 1.397 0.889
O 3.126 1.041 1.532
C 4.998 2.635 1.305
F 5.476 3.407 0.289
F 4.253 3.386 2.026
F 6.041 2.338 2.066
H 4.318 -0.003 -2.850
H 3.916 -1.684 -2.459
H 5.503 -1.029 -2.062
H 4.041 -1.266 -0.085
H 2.832 -0.299 -0.709
C 6.476 6.985 -4.930
C 5.091 6.317 -5.268
O 4.683 5.486 -4.145
C 3.460 4.956 -4.136
O 2.547 5.369 -4.909
C 3.068 3.933 -3.003
F 4.045 3.708 -2.124
F 2.030 4.485 -2.379
F 2.637 2.796 -3.533
H 7.236 6.205 -4.972
H 6.471 7.399 -3.922
H 6.625 7.790 -5.650
H 5.328 5.811 -6.204
H 4.377 7.113 -5.477
C 2.862 -4.514 0.117
C 3.113 -3.827 -1.214
O 2.574 -4.757 -2.159
C 3.406 -5.276 -3.083
O 4.654 -5.194 -3.082
C 2.707 -6.124 -4.172
F 3.204 -7.396 -4.176
F 1.388 -6.143 -3.971
F 3.010 -5.590 -5.400
H 3.405 -5.456 0.188
H 1.815 -4.766 0.287
H 3.137 -3.802 0.896
H 4.185 -3.654 -1.300
H 2.553 -2.915 -1.423
C 6.498 1.855 -4.272
C 5.813 1.188 -5.466
O 4.573 0.627 -5.081
C 3.886 -0.273 -5.887
O 4.202 -0.681 -7.001
C 2.591 -0.855 -5.292
F 1.512 -0.636 -6.054
F 2.686 -2.184 -5.175
F 2.336 -0.432 -4.115
H 7.036 2.785 -4.456
H 7.204 1.170 -3.802
H 5.774 2.191 -3.531
H 6.492 0.553 -6.036
H 5.586 2.018 -6.134
C -5.425 5.691 -1.571
C -5.395 4.568 -2.635
O -5.161 3.395 -1.894
C -3.961 2.750 -1.832
O -2.913 3.266 -2.252
C -3.926 1.409 -0.980
F -3.285 1.672 0.097
F -5.152 0.892 -0.741
F -3.202 0.491 -1.605
H -5.875 6.595 -1.983
H -4.410 5.885 -1.226
H -5.961 5.385 -0.672
H -4.739 4.747 -3.487
H -6.364 4.443 -3.119
C -1.987 -1.315 5.365
O -0.930 -2.135 5.700
C -0.658 -2.629 6.967
O -1.294 -2.252 8.022
O 0.390 -3.462 6.920
C 1.039 -3.954 8.124
H -2.929 -1.662 5.788
H -2.118 -1.377 4.285
H -1.835 -0.254 5.565
H 1.815 -4.671 7.858
H 0.313 -4.490 8.735
H 1.516 -3.185 8.733
C -0.987 -2.852 1.188
O -1.261 -1.734 0.333
C -0.196 -1.156 -0.255
O 0.957 -1.616 -0.182
O -0.595 -0.085 -0.894
C 0.279 0.957 -1.398
H -0.535 -2.469 2.103
H -0.337 -3.506 0.608
H -1.950 -3.331 1.367
H 0.849 0.743 -2.302
H 0.965 1.333 -0.639
H -0.291 1.855 -1.635
```

Results
2S+1	1
gap between HOMO and LUMO	0.3895	Eh
structure (SMILES)	CCOC(=O)C(F)(F)F.CCOC(=O)C(F)(F)F.CCOC(=O)C(F)(F)F.CCOC(=O)C(F)(F)F.CCOC(=O)C(F)(F)F.CCOC(=O)C(F)(F)F.CCOC(=O)C(F)(F)F.CCOC(=O)C(F)(F)F.CCOC(=O)C(F)(F)F.CCOC(=O)C(F)(F)F.COC(=O)OC.COC(=O)OC
HOMO level	-10.475	eV
strongest force on any atom	0.1255	Eh/bohr
LUMO level	0.125	eV
charge	0

=====

Record 2
C46H64BN6O2S5SbTi | ωB97M-V/def2-TZVPD

```
126
C46H64BN6O2S5SbTi ωB97M-V/def2-TZVPD
Ti 0.053 0.147 0.668
C 0.876 -1.265 5.907
C 1.879 -1.727 4.849
C 1.217 -2.612 3.795
C 2.971 -2.542 5.537
N 2.504 -0.517 4.224
C 3.831 -0.153 4.382
C 3.974 1.073 3.848
N 2.750 1.476 3.363
B 2.617 2.894 2.740
N 3.314 2.980 1.360
C 4.000 4.130 1.028
C 4.724 3.887 -0.076
N 4.484 2.570 -0.445
C 3.591 2.027 0.442
S 2.928 0.456 0.399
C 5.276 1.847 -1.482
C 4.358 1.264 -2.552
C 6.232 2.827 -2.158
C 6.097 0.751 -0.801
N 1.190 3.486 2.775
C 0.769 4.157 3.901
C -0.465 4.636 3.667
N -0.815 4.259 2.381
C 0.204 3.528 1.856
S 0.263 2.787 0.308
C -2.076 4.690 1.698
C -2.909 3.472 1.313
C -1.713 5.540 0.481
C -2.891 5.547 2.663
C 1.863 0.491 3.573
S 0.194 0.516 3.126
H 0.486 -2.137 6.435
H 0.042 -0.732 5.457
H 1.365 -0.613 6.634
H 0.692 -3.421 4.306
H 1.971 -3.056 3.145
H 0.505 -2.063 3.185
H 2.506 -3.434 5.955
H 3.441 -1.996 6.356
H 3.737 -2.868 4.832
H 4.556 -0.783 4.857
H 4.844 1.702 3.772
H 3.267 3.613 3.464
H 3.917 5.023 1.621
H 5.379 4.537 -0.620
H 3.762 2.058 -3.007
H 3.693 0.517 -2.130
H 4.967 0.803 -3.331
H 5.699 3.640 -2.654
H 6.789 2.280 -2.918
H 6.955 3.246 -1.457
H 5.451 0.028 -0.309
H 6.768 1.190 -0.060
H 6.701 0.234 -1.549
H 1.394 4.242 4.771
H -1.108 5.213 4.301
H -2.397 2.837 0.596
H -3.851 3.815 0.878
H -3.130 2.864 2.190
H -1.146 4.963 -0.246
H -1.123 6.408 0.784
H -2.630 5.894 0.008
H -3.186 4.988 3.552
H -3.802 5.850 2.147
H -2.361 6.453 2.961
O -0.052 0.425 -1.400
S 0.918 0.394 -2.566
C -0.022 -0.437 -3.863
C -1.039 0.581 -4.350
C -0.228 1.856 -4.569
C 0.669 2.031 -3.339
H -0.436 -1.345 -3.424
H 0.696 -0.707 -4.642
H -1.795 0.730 -3.575
H -1.542 0.239 -5.255
H -0.858 2.733 -4.710
H 0.387 1.746 -5.465
H 0.186 2.595 -2.539
H 1.636 2.483 -3.548
S -2.035 0.013 1.017
Sb -2.936 -1.792 -1.812
C -5.033 -1.414 -1.566
C -5.409 -0.288 -0.839
C -6.752 -0.004 -0.621
C -7.731 -0.843 -1.132
C -7.366 -1.969 -1.858
C -6.024 -2.252 -2.071
C -2.877 -3.620 -0.686
C -2.209 -3.615 0.538
C -2.142 -4.770 1.307
C -2.735 -5.942 0.860
C -3.401 -5.956 -0.359
C -3.470 -4.801 -1.126
C -3.094 -2.742 -3.748
C -2.277 -3.824 -4.076
C -2.227 -4.319 -5.373
C -2.991 -3.730 -6.372
C -3.803 -2.647 -6.065
C -3.849 -2.157 -4.766
H -4.649 0.365 -0.424
H -7.032 0.872 -0.048
H -8.778 -0.623 -0.962
H -8.127 -2.629 -2.255
H -5.753 -3.134 -2.641
H -1.745 -2.701 0.895
H -1.625 -4.751 2.259
H -2.682 -6.843 1.458
H -3.867 -6.867 -0.713
H -3.985 -4.829 -2.080
H -1.681 -4.304 -3.306
H -1.594 -5.167 -5.603
H -2.956 -4.116 -7.383
H -4.406 -2.185 -6.837
H -4.493 -1.313 -4.543
C 2.709 -2.835 0.423
C 1.201 -2.805 0.210
C 0.861 -3.204 -1.220
O 0.658 -1.545 0.489
H 3.066 -3.867 0.405
H 2.981 -2.380 1.374
H 3.218 -2.275 -0.364
H 0.731 -3.528 0.891
H 1.339 -2.508 -1.915
H -0.217 -3.185 -1.377
H 1.226 -4.210 -1.438
```

Results
2S+1	1
gap between HOMO and LUMO	0.2685	Eh
ΔE to the lowest compared entry with this formula, charge and spin	0.2	kcal per mole
HOMO level	-6.941	eV
strongest force on any atom	0.0062	Eh/bohr
LUMO level	0.365	eV
charge	0

=====

Record 3
C46H64Br2IO2P2SiTa | ωB97M-V/def2-TZVPD

```
119
C46H64Br2IO2P2SiTa ωB97M-V/def2-TZVPD
Ta 10.389 14.697 8.791
C 14.401 14.350 8.883
Si 12.883 15.271 9.651
C 13.050 17.031 8.933
C 14.313 17.599 8.846
C 14.707 18.362 7.753
C 13.714 18.721 6.841
C 12.429 18.216 6.917
C 12.021 17.472 8.033
P 10.215 17.307 8.462
C 9.833 18.517 9.872
C 10.950 19.497 10.129
C 10.703 20.411 11.335
C 9.379 21.152 11.089
C 8.200 20.206 10.904
C 8.436 19.096 9.859
C 9.291 18.036 6.915
C 7.853 17.428 6.856
C 6.743 18.408 6.369
C 7.320 19.396 5.322
C 8.351 20.352 5.968
C 9.440 19.564 6.750
C 13.340 15.205 11.500
C 14.594 15.499 11.982
C 15.021 15.188 13.247
C 14.198 14.454 14.102
C 12.968 14.014 13.593
C 12.463 14.488 12.367
P 10.727 14.508 11.853
C 9.993 15.645 13.214
C 8.482 15.790 13.106
C 7.995 17.111 13.583
C 8.721 17.620 14.857
C 10.203 17.834 14.579
C 10.800 16.916 13.482
C 10.063 12.916 12.684
C 10.726 11.698 12.071
C 10.500 10.422 12.845
C 9.140 10.453 13.624
C 8.080 11.241 12.874
C 8.483 12.699 12.711
H 15.351 14.824 9.075
H 14.323 13.331 9.252
H 14.299 14.415 7.794
H 15.037 17.400 9.630
H 15.731 18.660 7.580
H 13.954 19.398 6.022
H 11.811 18.328 6.013
H 9.910 17.773 10.709
H 11.911 19.026 10.281
H 11.138 20.154 9.300
H 10.762 19.805 12.296
H 11.545 21.155 11.403
H 9.182 21.878 11.876
H 9.454 21.812 10.231
H 7.882 19.827 11.859
H 7.345 20.839 10.654
H 7.626 18.342 9.900
H 8.207 19.510 8.865
H 9.857 17.539 6.088
H 7.794 16.529 6.244
H 7.573 17.080 7.861
H 5.931 17.796 5.951
H 6.266 18.976 7.200
H 7.716 18.839 4.468
H 6.491 19.974 4.854
H 8.870 20.888 5.165
H 7.914 21.091 6.652
H 10.367 19.753 6.240
H 9.610 20.067 7.733
H 15.320 15.939 11.259
H 15.984 15.485 13.521
H 14.420 14.213 15.138
H 12.333 13.341 14.169
H 10.162 15.090 14.187
H 8.099 15.554 12.092
H 8.041 15.013 13.740
H 8.088 17.880 12.757
H 6.899 17.127 13.840
H 8.182 18.517 15.230
H 8.546 16.880 15.686
H 10.364 18.923 14.350
H 10.834 17.669 15.516
H 11.055 17.444 12.583
H 11.790 16.533 13.794
H 10.405 12.981 13.719
H 10.248 11.581 11.053
H 11.780 11.918 11.890
H 10.439 9.537 12.171
H 11.348 10.217 13.500
H 8.790 9.385 13.660
H 9.233 10.814 14.689
H 7.914 10.824 11.872
H 7.090 11.272 13.368
H 8.125 13.139 11.798
H 8.110 13.235 13.580
Br 7.690 14.502 8.858
C 5.892 14.356 7.967
Br 5.947 13.802 6.111
H 5.441 15.352 7.915
H 5.346 13.593 8.495
I 11.898 13.104 5.925
C 10.462 14.698 6.676
H 9.444 14.438 6.382
H 10.757 15.558 6.044
O 9.814 12.567 8.837
C 10.995 12.018 8.884
O 11.932 12.788 9.355
C 11.166 10.631 8.418
C 12.337 9.824 8.664
C 12.402 8.501 8.271
C 11.367 7.943 7.520
C 10.234 8.720 7.256
C 10.150 10.023 7.673
H 13.129 10.329 9.273
H 13.254 7.855 8.620
H 11.474 6.907 7.215
H 9.440 8.295 6.686
H 9.319 10.678 7.359
```

Results
2S+1	1
gap between HOMO and LUMO	0.2108	Eh
ΔE to the lowest compared entry with this formula, charge and spin	0.0	kcal per mole
HOMO level	-13.472	eV
strongest force on any atom	0.0949	Eh/bohr
LUMO level	-7.737	eV
charge	+2